Record 1
{"formula": "C47H45KN3O5P", "method": "ωB97M-V with the def2-TZVPD basis set", "total_charge": -2, "e_homo_ev": -0.2, "e_above_lowest_kj_mol": 58.8, "e_tot_ev": -89796.2254, "spin_multiplicity": 1, "lumo_ev": 3.961, "largest_force_ev_per_a": 0.66, "elements": ["K", "C", "C", "C", "C", "C", "C", "H", "H", "H", "H", "H", "H", "C", "C", "C", "C", "C", "C", "P", "C", "C", "C", "C", "C", "C", "C", "C", "C", "C", "C", "C", "H", "H", "H", "H", "H", "H", "H", "H", "H", "H", "H", "H", "H", "H", "C", "C", "C", "C", "C", "C", "N", "C", "C", "C", "C", "C", "C", "C", "O", "O", "C", "C", "H", "H", "H", "H", "H", "H", "H", "H", "H", "H", "H", "H", "H", "H", "C", "C", "C", "C", "C", "C", "O", "N", "C", "O", "N", "C", "O", "H", "H", "H", "H", "H", "H", "H", "H", "H", "H", "H"], "coordinates": [[1.513, 0.085, 0.278], [3.001, 3.621, 3.716], [2.941, 2.274, 4.040], [3.437, 1.319, 3.161], [3.985, 1.730, 1.955], [4.021, 3.077, 1.613], [3.538, 4.026, 2.501], [2.596, 4.358, 4.401], [2.473, 1.955, 4.963], [3.324, 0.266, 3.373], [4.342, 0.993, 1.245], [4.404, 3.371, 0.643], [3.550, 5.075, 2.232], [-5.869, 4.356, 2.206], [-4.801, 4.927, 1.533], [-3.560, 4.299, 1.520], [-3.366, 3.091, 2.185], [-4.450, 2.529, 2.866], [-5.688, 3.148, 2.870], [-1.792, 2.123, 2.265], [-0.693, 3.209, 1.278], [-0.203, 2.923, 0.004], [0.674, 3.793, -0.635], [1.049, 4.979, -0.025], [0.569, 5.278, 1.243], [-0.276, 4.392, 1.892], [-2.273, 0.805, 1.086], [-2.808, 1.166, -0.163], [-3.207, 0.216, -1.074], [-3.096, -1.133, -0.732], [-2.589, -1.497, 0.495], [-2.157, -0.542, 1.434], [-6.837, 4.843, 2.208], [-4.928, 5.864, 1.003], [-2.738, 4.751, 0.979], [-4.324, 1.583, 3.382], [-6.515, 2.685, 3.395], [-0.479, 2.000, -0.494], [1.071, 3.524, -1.604], [1.736, 5.651, -0.525], [0.874, 6.189, 1.744], [-0.614, 4.618, 2.898], [-2.901, 2.218, -0.413], [-3.596, 0.518, -2.040], [-3.405, -1.902, -1.432], [-2.520, -2.541, 0.775], [2.873, -7.067, -0.916], [1.911, -5.938, -0.639], [1.518, -5.113, -1.688], [0.661, -4.047, -1.445], [0.177, -3.805, -0.177], [0.550, -4.630, 0.890], [0.066, -4.444, 2.169], [-0.866, -3.424, 2.536], [-2.129, -3.879, 2.959], [-2.970, -2.950, 3.625], [-2.714, -1.619, 3.623], [-1.607, -1.054, 2.762], [-0.507, -2.088, 2.543], [0.877, -1.567, 2.422], [1.833, -2.269, 1.993], [1.018, -0.307, 2.625], [1.441, -5.697, 0.653], [1.889, -6.514, 1.834], [3.072, -7.144, -1.985], [2.493, -8.034, -0.577], [3.830, -6.905, -0.412], [1.894, -5.301, -2.688], [0.362, -3.394, -2.258], [-0.484, -2.974, 0.017], [-0.084, -5.295, 2.687], [-2.366, -4.937, 2.914], [-3.817, -3.318, 4.203], [-3.302, -0.945, 4.242], [-1.135, -0.205, 3.259], [2.141, -5.841, 2.657], [2.753, -7.136, 1.609], [1.097, -7.182, 2.198], [1.382, -1.396, -6.026], [1.542, -0.952, -4.578], [1.024, 0.472, -4.246], [-0.456, 0.634, -4.613], [-1.016, 1.986, -4.193], [1.855, 1.464, -5.027], [1.668, 1.744, -6.202], [2.882, 2.009, -4.325], [3.156, 1.855, -2.941], [4.169, 2.416, -2.539], [2.307, 1.157, -2.163], [1.212, 0.597, -2.716], [0.320, 0.078, -2.039], [1.858, -2.370, -6.162], [1.835, -0.690, -6.721], [0.333, -1.508, -6.300], [2.594, -1.014, -4.283], [1.002, -1.632, -3.916], [-1.012, -0.166, -4.124], [-0.553, 0.509, -5.693], [-0.950, 2.121, -3.113], [-2.070, 2.069, -4.466], [-0.488, 2.807, -4.684], [3.519, 2.622, -4.811]], "mulliken_charge": [0.672, -0.435, -0.315, -0.192, -0.488, -0.372, -0.338, 0.329, 0.305, 0.138, 0.567, 0.385, 0.394, -0.393, -0.714, -0.093, 0.179, -0.315, -0.655, -0.551, 0.358, 0.592, -0.394, -0.765, -0.774, -0.403, 1.541, -0.007, -0.717, -0.977, -0.370, -0.379, 0.339, 0.376, 0.276, 0.359, 0.389, 0.093, 0.264, 0.374, 0.381, 0.418, 0.394, 0.385, 0.418, 0.471, -1.736, 1.254, -0.901, -1.173, -0.197, -0.290, 0.094, 0.656, -1.368, -0.362, -1.404, 0.025, -0.303, 0.137, -0.776, -0.507, 1.263, -1.884, 0.391, 0.343, 0.340, 0.256, 0.435, 0.453, 0.438, 0.319, 0.338, 0.152, 0.953, 0.359, 0.425, 0.327, -1.383, -0.742, 2.504, -0.981, -1.114, -0.306, -0.715, 0.060, -0.112, -0.781, 0.084, -0.407, -0.314, 0.423, 0.305, 0.309, 0.523, -0.068, 0.303, 0.531, -0.022, 0.457, 0.335, 0.303]}



Record 2
{"formula": "C47H46ClF7InO2", "method": "ωB97M-V with the def2-TZVPD basis set", "total_charge": -1, "e_homo_ev": -4.7, "e_tot_ev": -90299.4239, "spin_multiplicity": 1, "lumo_ev": 1.847, "largest_force_ev_per_a": 1.00, "elements": ["O", "C", "O", "C", "C", "C", "C", "In", "Cl", "H", "H", "H", "H", "H", "H", "H", "H", "H", "H", "H", "F", "C", "C", "C", "C", "C", "C", "H", "H", "H", "H", "H", "F", "C", "C", "C", "C", "C", "C", "H", "H", "H", "H", "H", "F", "C", "C", "C", "C", "C", "C", "H", "H", "H", "H", "H", "F", "C", "C", "C", "C", "C", "C", "H", "H", "H", "H", "H", "F", "C", "C", "C", "C", "C", "C", "H", "H", "H", "H", "H", "F", "C", "C", "C", "C", "C", "C", "H", "H", "H", "H", "H", "F", "C", "C", "C", "C", "C", "C", "H", "H", "H", "H", "H"], "coordinates": [[-0.628, 2.466, 3.958], [-1.270, 1.994, 3.066], [-1.001, 0.876, 2.387], [0.246, 0.219, 2.689], [1.102, 0.132, 1.433], [1.755, 1.466, 0.996], [3.258, 1.561, 1.370], [3.976, 3.605, 1.837], [2.174, 4.979, 2.822], [-2.223, 2.440, 2.752], [0.774, 0.699, 3.511], [-0.008, -0.799, 3.003], [0.427, -0.215, 0.640], [1.888, -0.609, 1.605], [1.214, 2.293, 1.471], [1.650, 1.562, -0.089], [3.482, 0.842, 2.165], [3.842, 1.268, 0.489], [4.468, 4.408, 0.330], [5.277, 3.671, 2.997], [-8.550, 0.859, 1.912], [-7.207, 0.922, 1.738], [-6.379, 0.544, 2.774], [-5.007, 0.605, 2.575], [-4.487, 1.044, 1.364], [-5.345, 1.422, 0.341], [-6.720, 1.357, 0.523], [-6.804, 0.210, 3.711], [-4.337, 0.306, 3.371], [-3.415, 1.087, 1.228], [-4.947, 1.767, -0.603], [-7.407, 1.640, -0.264], [5.030, 1.555, -1.843], [4.126, 0.935, -2.609], [3.923, -0.422, -2.438], [2.979, -1.058, -3.231], [2.259, -0.342, -4.178], [2.483, 1.020, -4.329], [3.419, 1.671, -3.540], [4.494, -0.956, -1.691], [2.802, -2.118, -3.103], [1.523, -0.843, -4.793], [1.922, 1.583, -5.065], [3.602, 2.733, -3.629], [7.216, 2.102, 2.526], [8.406, 2.667, 2.745], [9.515, 2.165, 2.090], [10.751, 2.752, 2.324], [10.864, 3.820, 3.205], [9.733, 4.305, 3.849], [8.489, 3.733, 3.621], [9.402, 1.334, 1.410], [11.628, 2.374, 1.813], [11.830, 4.275, 3.385], [9.816, 5.139, 4.534], [7.590, 4.097, 4.099], [9.597, -0.254, -0.206], [9.463, -1.550, 0.137], [10.129, -2.015, 1.252], [9.983, -3.349, 1.602], [9.187, -4.192, 0.838], [8.529, -3.696, -0.280], [8.661, -2.363, -0.639], [10.744, -1.339, 1.831], [10.491, -3.730, 2.478], [9.076, -5.231, 1.115], [7.908, -4.350, -0.878], [8.152, -1.951, -1.499], [-5.831, -1.184, -1.882], [-6.629, -2.161, -1.403], [-6.354, -3.469, -1.744], [-7.175, -4.473, -1.253], [-8.256, -4.154, -0.441], [-8.512, -2.829, -0.113], [-7.691, -1.818, -0.591], [-5.512, -3.691, -2.385], [-6.971, -5.502, -1.506], [-8.897, -4.940, -0.062], [-9.352, -2.577, 0.520], [-7.869, -0.784, -0.344], [-5.353, 5.223, 0.137], [-6.636, 5.628, 0.138], [-6.961, 6.815, -0.488], [-8.287, 7.223, -0.487], [-9.259, 6.453, 0.136], [-8.904, 5.265, 0.760], [-7.583, 4.841, 0.762], [-6.185, 7.401, -0.962], [-8.560, 8.149, -0.977], [-10.291, 6.778, 0.135], [-9.657, 4.661, 1.250], [-7.285, 3.917, 1.238], [-5.821, -6.293, -3.355], [-4.633, -6.810, -3.741], [-3.520, -5.995, -3.741], [-2.305, -6.536, -4.134], [-2.221, -7.866, -4.522], [-3.358, -8.662, -4.514], [-4.580, -8.137, -4.118], [-3.606, -4.960, -3.440], [-1.420, -5.914, -4.136], [-1.271, -8.282, -4.829], [-3.297, -9.699, -4.818], [-5.478, -8.739, -4.097]], "mulliken_charge": [-0.497, 0.166, -0.198, -0.549, -0.900, -0.228, -0.957, 0.652, -0.643, 0.388, 0.403, 0.308, 0.343, 0.402, 0.198, 0.305, 0.432, 0.079, -0.369, -0.343, -0.398, 0.575, -0.559, -0.494, -0.730, -0.290, -0.574, 0.447, 0.420, 0.643, 0.483, 0.526, -0.324, 0.398, -0.299, -0.411, -0.507, -0.300, -0.527, 0.457, 0.351, 0.373, 0.366, 0.434, -0.159, 0.305, -0.460, -0.310, -0.603, -0.295, -0.517, 0.569, 0.379, 0.352, 0.357, 0.390, -0.316, 0.473, -0.459, -0.282, -0.554, -0.288, -0.525, 0.426, 0.349, 0.363, 0.355, 0.455, -0.289, 0.343, -0.408, -0.269, -0.572, -0.592, -0.186, 0.366, 0.376, 0.369, 0.383, 0.434, -0.287, 0.234, -0.463, -0.312, -0.504, -0.401, -0.298, 0.429, 0.351, 0.365, 0.374, 0.497, -0.261, 0.575, -0.351, -0.403, -0.590, -0.317, -0.534, 0.381, 0.371, 0.365, 0.350, 0.419]}